# 1
The following is a quantum chemistry calculation of a 2-piece molecular cluster, C3H4BrNO overall, from OMol25.

2S+1	1
energy relative to the best compared isomer or geometry (same formula, charge and spin)	263.7	kJ/mol
total energy	-2820.61293	Ha
HOMO-LUMO gap	9.5	eV
HOMO energy	-8.941	eV

Each line ends with the natural charge from an NBO analysis.
Geometry (Å):
C -0.923 1.091 -0.675  0.748
C -0.057 1.936 -0.203  -0.800
C 0.124 -1.915 -0.012  -0.051
N 0.344 -0.805 0.491  -0.483
O -1.633 0.227 -0.909  -0.484
Br 1.702 -0.504 1.711  0.163
H -0.219 3.045 -0.095  0.260
H 0.752 1.578 0.357  0.262
H -0.707 -1.809 -0.703  0.207
H 0.616 -2.844 0.038  0.177

# 2
The following is a quantum chemistry calculation of an isolated ion of composition C5H8NO3P and charge -2, from OMol25.

net charge	-2
2S+1	1
energy relative to the best compared isomer or geometry (same formula, charge and spin)	555.8	kJ/mol
total energy	-816.98512	Ha
HOMO-LUMO gap	5.3	eV
HOMO energy	1.356	eV

Each line ends with the natural charge from an NBO analysis.
Geometry (Å):
C 1.751 -0.165 1.229  0.743
C -1.807 0.185 0.095  -0.480
C -0.653 -0.269 1.098  -0.422
C -1.013 0.959 -1.014  -0.257
C 0.573 -0.184 0.286  -0.240
N 0.425 1.014 -0.572  -0.170
O 1.600 0.441 2.346  -0.850
O 1.251 0.970 -1.683  -0.684
O 2.786 -0.729 0.979  -0.751
P 0.642 -1.673 -0.849  -0.468
H -2.050 -0.728 -0.527  0.226
H -2.566 0.903 0.461  0.183
H -0.610 0.446 1.948  0.227
H -0.811 -1.308 1.352  0.217
H -0.937 0.469 -2.001  0.194
H -1.316 2.056 -0.994  0.161
H 1.608 -2.302 -0.311  -0.028
H 1.126 -0.084 -1.843  0.400

# 3
The following is a quantum chemistry calculation of a 2-piece molecular cluster, Cl2H4Si2 overall, from OMol25.

2S+1	1
energy relative to the best compared isomer or geometry (same formula, charge and spin)	139.7	kJ/mol
total energy	-1501.76232	Ha
HOMO-LUMO gap	8.1	eV
HOMO energy	-9.172	eV

Each line ends with the natural charge from an NBO analysis.
Geometry (Å):
Si -0.191 -1.268 -1.070  0.892
Si 0.531 2.888 1.235  0.763
Cl -1.216 1.788 1.585  -0.466
Cl 0.324 -2.699 0.350  -0.382
H -1.584 -0.924 -1.032  -0.168
H 0.431 -0.044 -0.629  -0.196
H 0.285 -1.680 -2.479  -0.147
H 1.419 1.938 2.041  -0.296

# 4
The following is a quantum chemistry calculation of C11H29N4O4P2S2SbSe4Tc as an isolated structure, from OMol25.

net charge	+1
2S+1	1
total energy	-12362.40011	Ha
HOMO-LUMO gap	7.2	eV
HOMO energy	-10.162	eV

Each line ends with the natural charge from an NBO analysis.
Geometry (Å):
Tc -1.670 0.364 0.400  0.030
C 1.843 -1.348 2.819  -0.411
N 1.904 -0.767 1.477  -0.820
C 3.006 0.160 1.261  -0.395
P 1.001 -1.507 0.342  2.528
O -0.467 -1.518 0.580  -1.075
O 1.287 -0.591 -0.997  -1.091
P 0.530 0.786 -1.273  2.522
O 0.142 1.539 -0.047  -1.024
N 1.594 1.629 -2.170  -0.811
C 2.298 1.019 -3.298  -0.411
C 1.451 3.086 -2.264  -0.411
N -0.965 0.295 -1.937  -0.751
C -1.015 -0.973 -2.691  -0.412
C -1.585 1.367 -2.756  -0.432
N 1.548 -3.009 0.054  -0.806
C 2.978 -3.285 -0.010  -0.405
C 0.705 -4.044 -0.536  -0.408
H 2.689 -2.016 3.005  0.198
H 0.914 -1.903 2.942  0.229
H 1.857 -0.541 3.553  0.216
H 3.974 -0.342 1.349  0.192
H 2.952 0.943 2.018  0.215
H 2.936 0.630 0.283  0.218
H 2.440 -0.045 -3.123  0.221
H 3.277 1.488 -3.387  0.221
H 1.756 1.167 -4.236  0.199
H 0.971 3.466 -1.365  0.239
H 0.874 3.377 -3.145  0.198
H 2.447 3.520 -2.340  0.218
H -0.609 -1.786 -2.098  0.220
H -0.463 -0.885 -3.630  0.201
H -2.054 -1.189 -2.920  0.234
H -1.409 2.341 -2.299  0.227
H -2.661 1.190 -2.804  0.250
H -1.172 1.356 -3.768  0.201
H 3.540 -2.492 0.480  0.211
H 3.317 -3.366 -1.046  0.200
H 3.190 -4.225 0.501  0.216
H -0.342 -3.790 -0.395  0.232
H 0.906 -4.990 -0.033  0.216
H 0.920 -4.165 -1.602  0.194
Se -5.848 0.913 -1.748  -0.577
Sb -5.353 1.271 0.525  0.996
Se -2.942 2.416 0.205  0.088
Se -3.724 -0.726 1.312  0.320
Se -6.492 2.128 2.367  -0.487
C -1.016 1.987 5.355  -0.265
O -1.704 2.762 4.361  -0.465
C -1.860 2.286 3.150  0.080
S -2.763 3.406 2.212  0.219
S -1.202 0.812 2.681  0.104
H -1.504 1.021 5.476  0.209
H -1.090 2.576 6.262  0.222
H 0.026 1.851 5.066  0.198
C -3.029 -0.996 -0.401  -0.694
H -3.708 -0.655 -1.183  0.247
H -2.626 -1.996 -0.529  0.221

# 5
The following is a quantum chemistry calculation of a 2-piece molecular cluster, C2H10NS2 overall, from OMol25.

net charge	+1
2S+1	1
energy relative to the best compared isomer or geometry (same formula, charge and spin)	97.0	kJ/mol
total energy	-933.04726	Ha
HOMO-LUMO gap	9.7	eV
HOMO energy	-13.170	eV

Each line ends with the natural charge from an NBO analysis.
Geometry (Å):
C 1.109 0.343 2.150  -0.415
N 1.652 0.533 0.713  -0.723
H 1.870 0.253 2.936  0.258
H 0.366 -0.439 2.005  0.241
H 0.614 1.304 2.403  0.238
H 2.340 1.239 0.439  0.441
H 2.228 -0.325 0.637  0.431
H 1.008 0.407 -0.125  0.443
C -2.348 0.083 -1.440  -0.762
S -0.578 0.284 -1.430  0.074
S -0.004 -1.797 -1.378  -0.156
H -2.612 0.032 -0.366  0.231
H -2.907 0.934 -1.908  0.263
H -2.677 -0.839 -1.900  0.257
H -0.063 -2.013 -2.737  0.178

# 6
The following is a quantum chemistry calculation of one molecule with the formula CH4N2P2, from OMol25.

2S+1	1
energy relative to the best compared isomer or geometry (same formula, charge and spin)	212.3	kJ/mol
total energy	-832.60398	Ha
HOMO-LUMO gap	9.7	eV
HOMO energy	-9.161	eV

Each line ends with the natural charge from an NBO analysis.
Geometry (Å):
C -0.059 -0.012 0.068  -0.197
N -0.436 -0.835 -1.015  -0.861
N 0.983 1.000 0.101  -0.773
P -0.111 -1.790 0.410  0.639
P -0.626 1.509 1.064  0.516
H -1.361 -0.830 -1.576  0.410
H 1.723 1.026 0.889  0.386
H 1.240 -2.204 0.047  -0.068
H -1.352 2.137 0.013  -0.053

# 7
The following is a quantum chemistry calculation of a 4-piece molecular cluster, C16H29Br2NO10 overall, from OMol25.

2S+1	1
total energy	-6582.26113	Ha
HOMO-LUMO gap	10.2	eV
HOMO energy	-9.746	eV

Each line ends with the natural charge from an NBO analysis.
Geometry (Å):
C 1.954 -4.203 -6.423  -0.638
C 0.919 -3.275 -7.001  -0.230
Br 1.746 -1.650 -7.689  -0.005
C -0.255 -2.938 -6.069  -0.258
Br 0.359 -2.613 -4.257  0.030
C -1.265 -4.066 -6.195  -0.364
C -2.202 -3.878 -7.385  -0.402
C -3.016 -5.173 -7.217  -0.214
N -3.283 -5.145 -5.782  -0.665
C -2.344 -4.289 -5.137  0.719
O -2.480 -3.862 -4.072  -0.517
H 2.490 -3.774 -5.596  0.237
H 1.450 -5.096 -6.069  0.211
H 2.650 -4.477 -7.196  0.224
H 0.475 -3.774 -7.847  0.211
H -0.695 -2.035 -6.458  0.236
H -0.738 -5.020 -6.209  0.219
H -1.743 -3.691 -8.338  0.225
H -2.905 -3.120 -7.057  0.213
H -2.323 -5.956 -7.526  0.168
H -3.901 -5.260 -7.826  0.206
H -3.310 -6.092 -5.426  0.394
C -1.483 -3.768 -0.480  -0.256
O -0.107 -3.594 -0.130  -0.493
C 0.098 -2.827 0.940  0.979
O -0.754 -2.292 1.604  -0.648
O 1.415 -2.748 1.149  -0.494
C 1.781 -1.951 2.275  -0.254
H -1.508 -4.404 -1.360  0.205
H -2.026 -4.253 0.330  0.188
H -1.941 -2.812 -0.725  0.197
H 1.371 -2.370 3.193  0.191
H 1.445 -0.924 2.146  0.189
H 2.865 -1.962 2.338  0.197
C 0.270 1.991 2.457  -0.259
O 1.650 2.164 2.790  -0.494
C 1.869 2.928 3.861  0.985
O 1.024 3.461 4.535  -0.657
O 3.184 3.005 4.059  -0.492
C 3.563 3.803 5.184  -0.257
H 0.232 1.355 1.578  0.200
H -0.263 1.501 3.270  0.196
H -0.194 2.947 2.223  0.193
H 3.157 3.387 6.104  0.193
H 3.229 4.832 5.057  0.199
H 4.648 3.782 5.230  0.196
C -0.208 9.500 7.935  -0.255
O -1.068 8.433 7.535  -0.496
C -0.427 7.344 7.096  0.979
O 0.769 7.215 7.020  -0.648
O -1.338 6.435 6.759  -0.495
C -0.792 5.205 6.265  -0.255
H -0.850 10.311 8.266  0.194
H 0.432 9.190 8.759  0.191
H 0.397 9.841 7.096  0.191
H -0.176 4.728 7.024  0.191
H -0.213 5.374 5.364  0.208
H -1.631 4.557 6.029  0.194

# 8
The following is a quantum chemistry calculation of C24H43AuBrN2OS2Si as an isolated structure, from OMol25.

net charge	+1
2S+1	1
total energy	-4920.48974	Ha
HOMO-LUMO gap	5.1	eV
HOMO energy	-9.966	eV

Each line ends with the Mulliken charge.
Geometry (Å):
Au -0.102 -0.111 -0.549  0.770
C 4.118 0.515 0.874  -1.398
C 2.942 0.744 -0.030  0.787
O 2.155 -0.161 -0.296  -0.676
N 2.857 1.981 -0.544  0.003
C 1.848 2.386 -1.506  -1.670
C 0.667 2.990 -0.789  1.130
C 0.542 4.366 -0.630  -0.763
C -0.497 4.867 0.138  -0.370
C -1.368 3.974 0.741  -0.943
C -1.190 2.620 0.515  0.308
N -0.204 2.148 -0.236  -0.032
H 4.099 -0.505 1.241  0.310
H 4.081 1.198 1.717  0.398
H 5.044 0.681 0.331  0.433
H 3.500 2.684 -0.210  0.268
H 1.536 1.492 -2.054  0.306
H 2.290 3.102 -2.201  0.533
H 1.246 5.034 -1.106  0.415
H -0.617 5.932 0.268  0.454
H -2.172 4.317 1.371  0.471
H -1.849 1.885 0.948  0.188
C -4.243 -2.230 -0.023  -1.861
C -2.806 -1.908 -0.273  0.825
S -2.526 -0.256 -0.618  -0.278
C -1.825 -2.877 -0.274  0.704
C -2.132 -4.316 -0.010  -1.460
S -0.176 -2.555 -0.612  -0.242
H -4.821 -1.309 -0.005  0.500
H -4.370 -2.745 0.927  0.360
H -4.632 -2.865 -0.818  0.394
H -3.197 -4.518 0.047  0.366
H -1.666 -4.624 0.924  0.277
H -1.697 -4.927 -0.800  0.385
C -2.270 -1.735 5.189  -2.025
C -0.757 -1.723 5.431  2.362
C -0.174 -2.836 4.553  -1.823
C -0.512 -2.083 6.898  -1.762
Si 0.012 0.021 5.021  -0.844
Br 0.030 0.020 2.713  0.152
C 1.909 0.238 5.428  2.430
C 2.578 1.308 4.558  -1.718
C 2.094 0.625 6.896  -1.797
C 2.676 -1.064 5.175  -2.070
C -1.120 1.567 5.401  2.408
C -2.382 1.600 4.531  -1.634
C -1.550 1.563 6.870  -1.763
C -0.376 2.877 5.125  -2.072
H -2.650 -2.743 5.349  0.609
H -2.511 -1.448 4.167  0.355
H -2.795 -1.079 5.878  0.332
H -0.641 -3.782 4.826  0.549
H 0.896 -2.952 4.683  0.290
H -0.375 -2.660 3.499  0.302
H -1.005 -3.027 7.131  0.526
H -0.912 -1.324 7.568  0.332
H 0.548 -2.206 7.106  0.302
H 2.186 2.300 4.749  0.249
H 2.458 1.086 3.500  -0.004
H 3.644 1.326 4.778  0.624
H 1.657 1.600 7.106  0.316
H 3.157 0.682 7.130  0.521
H 1.644 -0.109 7.561  0.346
H 2.546 -1.409 4.151  0.335
H 2.370 -1.851 5.859  0.359
H 3.740 -0.894 5.335  0.609
H -3.018 0.737 4.688  0.318
H -2.133 1.660 3.474  0.021
H -2.962 2.486 4.787  0.552
H -2.181 0.707 7.095  0.306
H -2.125 2.463 7.085  0.529
H -0.691 1.548 7.538  0.330
H 0.008 2.909 4.107  0.313
H 0.444 3.030 5.823  0.318
H -1.063 3.713 5.246  0.621